Record 1
The following is a quantum chemistry calculation of 4 unconnected molecules or ions with the total composition C11H27N3O4S in a non-equilibrium geometry, from OMol25.

XYZ file:
```
46
Properties=species:S:1:pos:R:3
C -3.3100 37.1229 2.1051
C -3.0470 36.6719 0.6840
O -2.3265 37.3476 -0.0275
N -3.6696 35.5529 0.2875
C -3.2972 34.9512 -0.9905
H -4.1576 36.6884 2.6383
H -3.5037 38.1967 2.1165
H -2.4028 36.9732 2.6915
H -4.2578 34.9709 0.8516
H -2.2220 34.9743 -1.1727
H -3.7733 35.4956 -1.8036
H -3.5844 33.9090 -1.0968
C -4.4099 31.4137 0.8194
C -4.8895 31.5279 2.2659
O -4.1319 31.9167 3.1397
N -6.1489 31.1280 2.4964
C -6.7209 31.0004 3.8228
H -3.4905 30.8298 0.8288
H -4.1007 32.3906 0.4513
H -5.1905 30.9438 0.2239
H -6.7461 30.8971 1.7073
H -7.2605 31.9248 4.0543
H -5.8746 30.9585 4.5077
H -7.4195 30.1853 3.9826
C -9.5798 30.7556 -1.2266
C -8.7550 29.8382 -0.3420
O -8.1952 30.3217 0.6405
N -8.5729 28.5707 -0.7333
C -7.6369 27.6284 -0.1114
H -10.2415 31.2981 -0.5573
H -10.1840 30.2289 -1.9705
H -8.9305 31.4224 -1.7894
H -8.8885 28.2857 -1.6444
H -6.7092 27.7413 -0.6773
H -7.9656 26.5974 -0.2156
H -7.4961 27.8421 0.9414
C -6.5092 32.5112 -5.0306
S -4.9679 32.4977 -4.0960
O -4.9761 33.7701 -3.3167
C -5.4468 31.1882 -2.9389
H -6.8271 31.4728 -5.1842
H -6.2822 32.8342 -6.0464
H -7.2996 33.0713 -4.5423
H -5.5171 30.2563 -3.4945
H -6.3902 31.5556 -2.5367
H -4.6632 31.1549 -2.1864
```

HOMO energy in eV: -9.1

---

Record 2
The following is a quantum chemistry calculation of 2 unconnected molecules or ions with the total composition C11H27N7O2P in a non-equilibrium geometry, from OMol25.

XYZ file:
```
48
Properties=species:S:1:pos:R:3
N 3.3785 -4.4613 -0.1879
C 3.3907 -3.4742 0.7637
N 4.5302 -3.1953 1.4578
C 4.2628 -2.4249 2.6945
C 3.4365 -1.1488 2.4746
C 2.5083 -1.3189 1.2768
N 2.8518 -0.6036 0.0536
C 4.0286 -0.4496 -0.2313
O 5.1447 -0.3046 -0.5135
N 2.2943 -2.7685 0.9956
H 2.8145 -5.2825 -0.0517
H 3.8840 -4.3355 -1.0478
H 5.2093 -2.6904 0.8867
H 3.6351 -3.0750 3.3016
H 5.1865 -2.2471 3.2334
H 2.8071 -1.0780 3.3613
H 4.0134 -0.2267 2.4596
H 1.5389 -0.9330 1.5788
H 1.6148 -2.9277 0.2581
O -1.8015 -0.0447 0.6847
P -2.3916 0.8484 -0.3655
N -1.2440 0.6974 -1.6426
C -0.1220 1.5941 -1.8112
C -0.8642 -0.6810 -1.8984
N -2.4317 2.3418 0.4988
C -1.5278 3.4448 0.2517
C -2.7221 2.2040 1.9225
N -3.6246 1.3667 -1.3869
C -3.7719 0.8794 -2.7664
C -4.8780 1.8684 -0.8025
H 0.4740 1.2772 -2.6699
H 0.5298 1.5954 -0.9255
H -0.4274 2.6112 -2.0499
H -1.7329 -1.3399 -1.8503
H -0.1240 -1.0548 -1.1730
H -0.4478 -0.7704 -2.9044
H -0.4781 3.1936 0.4549
H -1.7949 4.2855 0.8940
H -1.6248 3.8125 -0.7713
H -1.8344 1.9489 2.5146
H -3.4664 1.4277 2.0944
H -3.1407 3.1401 2.2984
H -3.1399 1.4610 -3.4361
H -4.7994 0.9948 -3.1066
H -3.5132 -0.1726 -2.8732
H -4.9639 2.9406 -0.9858
H -4.9185 1.7067 0.2706
H -5.7479 1.3688 -1.2291
```

Total charge: +1
HOMO energy in eV: -10.2

---

Record 3
The following is a quantum chemistry calculation of 3 unconnected molecules or ions with the total composition C11H27NO2S in a non-equilibrium geometry, from OMol25.

XYZ file:
```
42
Properties=species:S:1:pos:R:3
C -1.0631 -4.3131 0.7222
C -1.2061 -2.8781 0.9392
C 0.0199 -2.2071 0.9912
C -0.0161 -0.8091 1.3312
N 1.3099 -0.2821 1.3962
C 2.2229 -0.9111 2.4722
C 3.3669 0.0749 2.8242
C 2.6769 1.4369 2.4912
C 1.2989 1.1019 1.8662
C 1.9789 -0.3041 0.1302
H -2.1271 -4.8391 0.5672
H -0.6261 -5.1431 1.3032
H -0.5551 -4.2881 -0.2148
H -1.6121 -2.7571 1.8262
H -2.0371 -2.7341 0.1402
H 0.4079 -2.2361 0.0052
H 0.7169 -2.8221 1.5352
H -0.4101 -0.8141 2.2932
H -0.7551 -0.1831 0.7312
H 2.4859 -1.8381 2.2552
H 1.6329 -1.1911 3.3482
H 4.3319 -0.0721 2.2292
H 3.5929 -0.0301 3.8802
H 3.1829 1.9399 1.7472
H 2.4899 2.2609 3.3432
H 0.8889 1.9629 1.2222
H 0.5609 1.1279 2.7102
H 2.4539 -1.3191 -0.0618
H 2.6109 0.6089 0.0582
H 1.5219 0.1459 -0.8588
O -0.8421 1.5699 -1.5238
H -1.0921 1.7489 -2.4088
C -1.5611 2.8969 -4.5668
S -2.7451 3.7239 -3.5578
O -3.6451 4.5619 -4.4868
C -3.7331 2.3489 -3.2188
H -1.7681 2.9219 -5.7408
H -1.4331 1.9999 -3.8938
H -0.6221 3.5299 -4.4288
H -4.6491 2.5479 -2.7638
H -3.3781 1.6579 -2.4908
H -3.8761 1.8059 -4.1448
```

HOMO energy in eV: -6.3

---

Record 4
The following is a quantum chemistry calculation of 2 unconnected molecules or ions with the total composition C11H27NO4PS, from OMol25.

XYZ file:
```
45
Properties=species:S:1:pos:R:3
C 0.2438 4.0350 2.5247
C 0.7786 2.7654 1.8315
P 0.1575 1.1810 2.5262
C 0.9516 0.0133 1.3210
C -1.6330 1.0490 1.9686
C -1.8730 1.3122 0.4615
C -2.9869 2.2768 0.0208
S -3.5842 3.4571 1.1905
O -2.6803 4.5665 1.1781
O -4.9756 3.6553 0.9703
O -3.4849 2.7335 2.5801
C -2.5226 1.7615 3.0160
H 1.0696 4.6081 2.9447
H -0.2695 4.6790 1.8170
H -0.4450 3.8225 3.3414
H 1.8608 2.7007 1.9789
H 0.6336 2.8179 0.7485
H 1.9366 0.4181 1.0776
H 0.3945 -0.0869 0.3865
H 1.0562 -0.9741 1.7763
H -1.8147 -0.0169 2.1248
H -0.9483 1.6575 0.0019
H -2.0919 0.3549 -0.0108
H -3.8585 1.7581 -0.3726
H -2.6031 2.9266 -0.7655
H -3.1227 1.0184 3.5376
H -1.9148 2.2516 3.7758
C 3.0566 -3.8768 -3.0553
C 2.2869 -3.9048 -1.7470
C 0.7769 -3.6914 -1.8566
O 0.4874 -2.3532 -2.1877
C 0.2746 -2.0648 -3.5754
N 2.7639 -2.7603 -0.8772
H 3.0918 -2.8754 -3.4868
H 4.0811 -4.2233 -2.9169
H 2.5780 -4.5370 -3.7762
H 2.4992 -4.8242 -1.2014
H 0.3167 -3.8810 -0.8828
H 0.3469 -4.3971 -2.5703
H -0.1367 -2.9333 -4.0915
H 1.1976 -1.7533 -4.0664
H -0.4425 -1.2498 -3.6252
H 3.7791 -2.6611 -0.8716
H 2.4390 -2.8515 0.0877
H 2.3297 -1.9039 -1.2509
```

Total charge: +1
HOMO energy in eV: -11.1

---

Record 5
The following is a quantum chemistry calculation of a molecular structure, C11H28IrN6O in a non-equilibrium geometry, from OMol25.

XYZ file:
```
47
Properties=species:S:1:pos:R:3
Ir -0.0359 -0.1560 0.0204
C 2.3187 2.2845 -0.9317
C 0.8792 2.3817 -1.3875
N -0.0909 1.9164 -0.3380
C -1.4853 2.4072 -0.6335
C -2.3361 1.2277 -1.0208
N -2.1494 0.1503 -0.0225
C -2.8568 0.3471 1.2724
C -2.0055 1.0114 2.3445
C -1.0020 0.0324 2.8924
N 0.2289 -0.1488 2.0554
C 1.3409 0.7797 2.3708
C 2.5246 0.3421 1.5376
N 2.1162 0.0554 0.1429
C 2.8076 0.8521 -0.9087
H 2.4468 2.7702 0.0424
H 2.9411 2.8480 -1.6279
H 0.7176 1.7923 -2.2945
H 0.6358 3.4167 -1.6279
H 0.2126 2.3253 0.5401
H -1.4661 3.1191 -1.4565
H -1.8784 2.9363 0.2313
H -2.0225 0.8444 -1.9963
H -3.3872 1.5065 -1.1088
H -2.5137 -0.7083 -0.4342
H -3.1863 -0.6303 1.6223
H -3.7582 0.9376 1.0970
H -2.6746 1.3047 3.1554
H -1.5280 1.9346 2.0144
H -1.4790 -0.9431 2.9858
H -0.6689 0.3229 3.8911
H 0.5760 -1.0897 2.2498
H 1.6242 0.7083 3.4238
H 1.0059 1.8032 2.2110
H 2.9559 -0.5676 1.9584
H 3.3025 1.1041 1.5792
H 2.3300 -0.9192 -0.0601
H 2.6215 0.3718 -1.8709
H 3.8841 0.8123 -0.7338
N 0.3568 -4.1290 -1.1682
C -0.0031 -3.4735 -0.0724
N -0.2936 -4.1569 1.0339
O -0.0545 -2.1971 -0.0919
H 0.3933 -5.1367 -1.2044
H 0.5511 -3.6309 -2.0202
H -0.2768 -5.1655 1.0603
H -0.6351 -3.6856 1.8515
```

Total charge: +3
HOMO energy in eV: -19.8

---

Record 6
The following is a quantum chemistry calculation of a molecular structure, C11H28LiNO11 in a non-equilibrium geometry, from OMol25.

XYZ file:
```
52
Properties=species:S:1:pos:R:3
Li 2.4557 3.1866 0.2285
N -1.0587 5.3811 -2.4262
H -0.2854 6.0308 -2.4143
H -1.3621 5.1634 -3.3646
H -1.8594 5.6651 -1.8801
H -0.7224 4.5922 -1.8925
C 3.9955 6.3833 -2.7678
O 3.1891 5.9427 -1.7090
H 4.0560 7.4682 -2.6822
H 4.9886 5.9847 -2.5608
H 3.6786 6.1551 -3.7854
C -0.2171 0.1346 -1.6894
O -0.0036 1.4469 -1.1787
H -0.9360 -0.4841 -1.1523
H -0.6660 0.1286 -2.6827
H 0.5849 -0.5682 -1.4635
C -1.3239 5.7505 3.5627
O -0.9974 5.9237 4.9778
C -1.5095 7.0188 5.7004
O -1.1039 7.1839 6.8352
O -2.3544 7.7348 5.0383
C -3.0236 8.8445 5.5497
H -0.6574 6.4317 3.0338
H -2.3608 5.6741 3.2356
H -0.9844 4.7424 3.3246
H -3.3442 8.5544 6.5503
H -3.8632 9.1017 4.9040
H -2.3938 9.7308 5.6264
C 7.5892 3.9388 0.5906
O 7.9167 2.6094 0.2722
C 7.0606 1.6226 0.2066
O 5.8372 1.6214 0.0261
O 7.9534 0.5729 0.2540
C 7.4740 -0.7495 0.5084
H 7.7262 4.4641 -0.3546
H 8.3285 4.2993 1.3058
H 6.5775 4.1087 0.9591
H 6.6264 -1.1808 -0.0242
H 7.1699 -0.7752 1.5548
H 8.3489 -1.3833 0.6535
C 3.4519 2.1362 5.8049
O 3.9476 3.3880 5.9169
C 3.8945 4.3246 4.9744
O 3.5464 4.1228 3.8258
O 4.1751 5.4111 5.5293
C 4.1734 6.5335 4.7915
H 2.4006 2.2188 5.5294
H 3.5164 1.6162 6.7607
H 3.9362 1.6686 4.9476
H 4.3632 7.4056 5.4172
H 3.2826 6.6888 4.1828
H 5.0460 6.5353 4.1383
```

HOMO energy in eV: -5.9

---

- Among the records above, which one has the highest HOMO energy?
  C11H28LiNO11

---

- HOMO energy of number 3 (C11H27NO2S)?
  -6.3 eV

---

- Among the records above, which one has the lowest HOMO energy?
  C11H28IrN6O